# 1
# C3H4FI

2 unconnected molecules or ions with the total composition C3H4FI (the ωB97M-V functional and the def2-TZVPD basis, OMol25).

Structure (ORCA input):
```
! RIJCOSX wB97M-V def2-TZVPD def2/J DEFGRID3
* xyz 0 3
C -2.29 -1.62 -0.66
C -0.47 -0.25 1.02
C 0.59 0.21 0.09
F -2.85 -2.05 0.42
I -0.07 -0.39 3.08
H -2.63 -0.68 -0.97
H 0.26 0.47 -0.91
H 1.31 -0.59 0.12
H 1.05 1.06 0.60
*
```

The calculation puts the orbital gap (alpha / beta) at 7.9159 / 7.5756 eV.

=====

# 2
# C3H4FNO2

C3H4FNO2 in the gas phase (the ωB97M-V functional and the def2-TZVPD basis, OMol25).

Structure (ORCA input):
```
! RIJCOSX wB97M-V def2-TZVPD def2/J DEFGRID3
* xyz 0 1
C 1.33 0.02 0.42
C -0.06 -0.04 1.05
C -1.22 0.01 -0.94
N 1.61 -0.19 -0.81
O -1.03 -0.64 0.18
O 0.81 -0.16 -1.81
F -1.51 1.35 -0.96
H 2.14 -0.03 1.24
H 0.08 -0.64 1.96
H -0.52 0.90 1.46
H -1.62 -0.58 -1.78
*
```

The calculation puts the orbital gap (alpha / beta) at 8.5863 / 7.9213 eV.

=====

# 3
# C3H4FNO2S

C3H4FNO2S in the gas phase (the ωB97M-V functional and the def2-TZVPD basis, OMol25).

Structure (ORCA input):
```
! RIJCOSX wB97M-V def2-TZVPD def2/J DEFGRID3
* xyz 0 1
O -1.07 -1.38 -0.68
N -0.79 -1.59 0.67
C -0.66 -0.50 1.31
O -0.84 0.77 0.79
C -0.15 1.24 -0.26
S -0.73 2.45 -1.16
C 1.20 0.60 -0.51
F 1.79 0.20 0.66
H -1.20 -2.31 -1.00
H -0.44 -0.52 2.35
H 1.84 1.31 -1.02
H 1.04 -0.25 -1.16
*
```

The SMILES is O/N=C\OC(=S)CF. The calculation puts the orbital gap at 9.1408 eV.

=====

# 4
# C3H4FNOS

C3H4FNOS in the gas phase (the ωB97M-V functional and the def2-TZVPD basis, OMol25).

Structure (ORCA input):
```
! RIJCOSX wB97M-V def2-TZVPD def2/J DEFGRID3
* xyz 0 1
O 2.18 0.45 -0.65
C 1.06 0.19 -0.23
C -0.11 0.53 -1.01
C -1.08 -0.37 -1.13
F -2.20 -0.16 -1.85
N 0.85 -0.30 1.06
S -0.28 0.59 1.99
H -0.19 1.38 -1.65
H -0.99 -1.32 -0.65
H 1.69 -0.57 1.53
H -0.94 -0.41 2.59
*
```

The SMILES is O=C(/C=C/F)NS. The calculation puts the orbital gap at 10.0523 eV.

=====

# 5
# C3H4FNS

2 unconnected molecules or ions with the total composition C3H4FNS (the ωB97M-V functional and the def2-TZVPD basis, OMol25).

Structure (ORCA input):
```
! RIJCOSX wB97M-V def2-TZVPD def2/J DEFGRID3
* xyz 0 1
C -0.82 0.32 -1.33
C 0.47 -1.09 0.93
C 0.14 1.08 -0.59
N -1.65 -0.38 -1.69
F 0.64 2.21 -1.22
S 1.51 0.23 0.21
H 1.06 -1.84 1.42
H -0.10 -1.61 0.15
H -0.20 -0.55 1.60
H -1.04 1.62 0.53
*
```

The calculation puts the orbital gap at 9.1208 eV.

=====

# 6
# C3H4FNS

C3H4FNS in the gas phase (the ωB97M-V functional and the def2-TZVPD basis, OMol25).

Structure (ORCA input):
```
! RIJCOSX wB97M-V def2-TZVPD def2/J DEFGRID3
* xyz 0 1
N 0.51 1.38 -0.02
C 1.04 0.14 0.00
S 2.63 -0.24 0.06
C 0.02 -0.96 -0.01
C -1.30 -0.81 -0.01
F -1.94 0.36 0.10
H -0.51 1.52 0.01
H 1.09 2.18 -0.07
H 0.46 -1.96 -0.02
H -2.01 -1.62 -0.04
*
```

The SMILES is NC(=S)/C=C\F. The calculation puts the orbital gap at 8.6239 eV.

=====

# 7
# C3H4HgLiO4

A molecular structure, C3H4HgLiO4 (the ωB97M-V functional and the def2-TZVPD basis, OMol25).

Structure (ORCA input):
```
! RIJCOSX wB97M-V def2-TZVPD def2/J DEFGRID3
* xyz 1 3
O 1.27 0.65 -0.08
C 1.10 -0.49 0.45
O 2.05 -1.26 0.65
Li 3.21 0.33 0.34
O -0.16 -0.92 0.63
C -1.09 -0.96 -0.44
C -2.52 -1.16 0.00
H -0.65 -1.57 -1.26
H -2.27 -1.97 -0.95
H -2.65 -1.92 0.78
H -3.32 -0.48 0.34
Hg -0.21 2.17 0.19
O -1.61 0.47 -0.57
*
```

The calculation puts the orbital gap (alpha / beta) at 8.9471 / 8.2534 eV.

=====

# 8
# C3H4HgO5

A molecular structure, C3H4HgO5 (the ωB97M-V functional and the def2-TZVPD basis, OMol25).

Structure (ORCA input):
```
! RIJCOSX wB97M-V def2-TZVPD def2/J DEFGRID3
* xyz 0 3
C -0.41 1.84 -1.90
C -0.27 0.48 -2.29
O -0.20 -0.63 -1.55
C -0.39 -0.83 -0.20
O 0.13 -1.84 0.24
O -0.79 0.14 0.52
O -0.52 2.25 -0.73
H -0.43 2.55 -2.74
H -0.27 0.24 -3.36
H -0.49 1.10 0.19
O 1.26 -1.37 4.17
H 1.22 -1.33 5.13
Hg 1.15 -2.60 2.53
*
```

The calculation puts the orbital gap (alpha / beta) at 7.9825 / 6.4867 eV.

=====

Energy above the lowest of the compared OMol25 structures with the same formula, charge and spin for the records above, in order: 3.385; 5.020; 2.090; 1.260; 2.754; 0.000; 2.452; 0.398 eV
F_max for the records above, in order: 3.61; 3.45; 1.36; 2.90; 4.24; 1.58; 6.46; 3.61 eV Å⁻¹